No. 1
Computed, not measured: C38H28GeHgN3O7S4 as an isolated structure, with ωB97M-V with the def2-TZVPD basis set.

Output
- relative energy (zero: lowest compared OMol25 entry of this formula, charge and spin) (kcal/mol) = 0.0
- Kohn-Sham gap (spin up / spin down) (eV) = 5.49 / 6.97
- net charge = -2
- lowest unoccupied orbital energy (spin up / spin down) (eV) = 3.89 / 3.89
- HOMO level (spin up / spin down) (eV) = -1.5918 / -3.0807
- 2S+1 = 2
- E_tot (Ha) = -5978.90185

Structure (XYZ):
```
82
Properties=species:S:1:pos:R:3:lowdin_charge:R:1
Hg -1.032 0.356 -0.386 0.69
S 0.000 1.951 1.041 0.58
C -0.486 1.771 2.724 -0.65
C 0.506 2.189 3.628 -0.14
C 0.304 2.189 4.992 -0.10
C -0.906 1.749 5.516 -0.11
C -1.885 1.317 4.644 -0.14
C -1.703 1.331 3.260 -0.54
S -3.056 0.733 2.277 0.89
C -3.992 2.281 2.067 -0.40
C -3.505 3.111 0.915 -0.36
C -2.904 4.351 1.094 -0.04
C -2.464 5.036 -0.027 -0.07
C -2.627 4.463 -1.277 -0.04
C -3.224 3.208 -1.357 -0.38
C -3.301 2.449 -2.649 -0.38
S -1.696 1.614 -2.869 0.92
C -2.184 0.102 -3.660 -0.54
C -2.158 0.090 -5.050 -0.12
C -2.530 -1.030 -5.769 -0.11
C -2.917 -2.168 -5.076 -0.10
C -2.916 -2.175 -3.696 -0.14
C -2.551 -1.049 -2.946 -0.67
S -2.645 -1.236 -1.194 0.53
N -3.671 2.562 -0.285 0.15
H 1.462 2.498 3.224 0.09
H 1.106 2.506 5.647 0.10
H -1.072 1.716 6.585 0.09
H -2.826 0.939 5.022 0.10
H -3.964 2.838 3.005 0.08
H -5.021 1.974 1.870 0.07
H -2.759 4.746 2.090 0.11
H -1.974 5.997 0.076 0.10
H -2.268 4.951 -2.173 0.11
H -3.476 3.112 -3.498 0.07
H -4.085 1.699 -2.582 0.09
H -1.807 0.975 -5.561 0.10
H -2.485 -1.025 -6.851 0.09
H -3.191 -3.069 -5.612 0.09
H -3.182 -3.076 -3.159 0.09
O 0.855 -0.790 -4.198 0.00
C 0.987 -0.798 -2.967 -0.61
O 0.507 0.076 -2.185 -0.23
C 1.806 -1.954 -2.377 -0.02
C 2.323 -2.840 -3.311 0.05
C 3.119 -3.900 -2.918 -0.16
C 3.459 -4.101 -1.587 0.06
C 2.966 -3.221 -0.641 -0.08
C 2.070 -2.159 -0.994 -0.24
O 1.498 -1.465 -0.064 -0.21
N 3.322 -3.491 0.698 -0.29
O 3.290 -2.558 1.684 -0.18
O 3.948 -4.537 0.988 -0.05
N 3.627 -4.822 -3.914 -0.37
O 3.361 -4.619 -5.091 0.03
O 4.302 -5.774 -3.540 0.02
H 2.084 -2.669 -4.349 0.12
H 4.087 -4.919 -1.277 0.11
Ge 2.242 -1.011 1.757 0.86
C 0.454 -1.553 2.449 -0.25
C -0.626 -2.022 1.698 -0.15
C -1.793 -2.462 2.307 -0.12
C -1.904 -2.462 3.690 -0.12
C -0.837 -2.024 4.455 -0.11
C 0.323 -1.575 3.836 -0.14
C 3.235 0.447 0.851 -0.26
C 4.333 0.933 1.555 -0.14
C 5.186 1.885 1.007 -0.12
C 4.941 2.373 -0.266 -0.12
C 3.845 1.904 -0.978 -0.08
C 3.001 0.951 -0.428 -0.11
H 2.845 -0.688 3.203 0.01
H -0.541 -2.080 0.622 0.04
H -2.616 -2.805 1.690 0.09
H -2.817 -2.800 4.165 0.09
H -0.907 -2.021 5.537 0.09
H 1.149 -1.224 4.445 0.07
H 4.528 0.556 2.554 0.07
H 6.039 2.242 1.574 0.08
H 5.602 3.114 -0.704 0.09
H 3.642 2.278 -1.975 0.10
H 2.148 0.607 -0.998 0.06
```

No. 2
Computed, not measured: C38H29ClFeIN8O4S as an isolated structure, with ωB97M-V with the def2-TZVPD basis set.

Output
- relative energy (zero: lowest compared OMol25 entry of this formula, charge and spin) (kcal/mol) = 0.0
- Kohn-Sham gap (spin up / spin down) (eV) = 4.58 / 5.95
- net charge = -2
- lowest unoccupied orbital energy (spin up / spin down) (eV) = 3.79 / 3.79
- HOMO level (spin up / spin down) (eV) = -0.7877 / -2.1644
- 2S+1 = 6
- E_tot (Ha) = -4624.36904

Structure (XYZ):
```
83
Properties=species:S:1:pos:R:3:lowdin_charge:R:1
Fe -0.588 0.507 0.331 0.79
Cl -7.437 -1.161 1.282 0.61
C -5.917 -0.313 1.059 -0.63
C -5.921 1.046 0.901 -0.20
C -4.731 1.756 0.710 -0.65
I -4.787 3.823 0.464 0.84
C -3.477 1.134 0.665 -0.46
O -2.373 1.716 0.460 -0.14
C -3.508 -0.315 0.854 -0.12
N -2.295 -0.913 0.836 0.11
C -2.207 -2.214 0.990 -0.12
C -3.346 -3.020 1.174 -0.06
C -4.584 -2.438 1.201 -0.04
C -4.703 -1.039 1.040 -0.18
H -6.861 1.580 0.920 0.08
H -1.204 -2.625 0.980 0.10
H -3.228 -4.089 1.297 0.10
H -5.478 -3.031 1.341 0.08
N -0.174 -5.031 4.260 0.08
C -0.268 -3.631 4.239 -0.33
C -1.497 -3.008 4.052 -0.05
C -1.579 -1.625 3.991 -0.07
C -0.435 -0.856 4.108 -0.28
C 0.795 -1.470 4.290 -0.06
C 0.880 -2.848 4.358 -0.05
S -0.549 0.917 4.109 0.59
O 0.482 1.374 5.015 -0.34
O -1.924 1.217 4.446 -0.33
N -0.215 1.212 2.571 -0.11
C 0.008 2.464 2.123 -0.47
N 0.299 2.474 0.793 0.07
C 0.362 3.640 0.182 -0.12
C 0.232 4.835 0.871 -0.07
C 0.020 4.720 2.239 -0.15
N -0.096 3.570 2.878 0.14
H -1.023 -5.498 4.533 0.07
H 0.626 -5.385 4.759 0.07
H -2.394 -3.609 3.952 0.10
H -2.531 -1.129 3.862 0.11
H 1.678 -0.854 4.389 0.11
H 1.843 -3.328 4.493 0.10
H 0.529 3.600 -0.890 0.11
H 0.285 5.791 0.372 0.08
H -0.079 5.611 2.855 0.10
N 6.089 1.715 -7.979 0.10
C 5.354 1.576 -7.099 -0.23
C 4.448 1.403 -6.013 -0.27
C 3.249 2.128 -5.958 -0.05
C 2.371 1.956 -4.915 -0.04
C 2.636 1.054 -3.851 -0.17
C 3.872 0.358 -3.917 -0.03
C 4.742 0.514 -4.965 -0.05
C 1.724 0.854 -2.753 -0.07
C 0.324 0.957 -2.953 -0.31
C -0.367 0.914 -4.198 -0.08
C -1.719 0.961 -3.905 -0.11
C -1.805 1.017 -2.504 -0.17
N -0.599 0.998 -1.927 0.02
C 2.366 0.654 -1.456 -0.21
C 3.484 1.372 -1.037 -0.07
C 3.763 1.010 0.289 -0.10
C 2.814 0.079 0.650 -0.11
N 1.985 -0.159 -0.405 0.00
H 3.026 2.845 -6.740 0.11
H 1.471 2.552 -4.873 0.11
H 4.114 -0.330 -3.118 0.11
H 5.663 -0.055 -4.995 0.11
H 0.079 0.812 -5.174 0.09
H -2.546 0.947 -4.599 0.07
H -2.701 1.064 -1.905 0.09
H 3.995 2.105 -1.639 0.10
H 4.534 1.405 0.931 0.08
H 2.635 -0.406 1.592 0.11
C 1.908 -2.969 0.677 -0.13
O 1.010 -1.892 0.852 -0.25
C 0.777 -1.033 -0.296 -0.41
C 0.607 -1.876 -1.544 -0.06
H 1.478 -3.762 0.054 0.07
H 2.109 -3.376 1.669 0.07
H 2.853 -2.649 0.226 0.08
H 1.527 -2.378 -1.867 0.08
H 0.245 -1.284 -2.379 0.06
H -0.149 -2.637 -1.336 0.07
```

No. 3
Computed, not measured: C38H29F15Ge2I3N3O5STa as an isolated structure at a distorted geometry, with ωB97M-V with the def2-TZVPD basis set.

Output
- relative energy (zero: lowest compared OMol25 entry of this formula, charge and spin) (kcal/mol) = 8.1
- Kohn-Sham gap (eV) = 7.51
- net charge = +1
- lowest unoccupied orbital energy (eV) = -3.53
- HOMO level (eV) = -11.0421
- E_tot (Ha) = -9005.84865

Structure (XYZ):
```
97
Properties=species:S:1:pos:R:3:lowdin_charge:R:1
Ta 1.023 -0.107 -0.382 1.71
I 5.715 -1.052 -1.725 1.07
C 5.205 -0.490 0.178 -0.64
C 6.181 -0.261 1.192 -0.19
C 5.800 0.140 2.453 -0.63
I 7.346 0.539 3.824 0.96
C 4.422 0.385 2.718 -0.19
C 3.938 0.965 3.900 0.00
C 2.602 1.281 4.024 0.00
C 1.740 0.969 2.982 -0.12
N 2.148 0.340 1.886 0.06
C 3.478 0.103 1.724 -0.16
C 3.872 -0.346 0.448 -0.38
O 2.899 -0.588 -0.459 -0.32
H 7.228 -0.423 0.975 0.08
H 4.640 1.161 4.672 0.06
H 2.237 1.822 4.878 0.12
H 0.688 1.193 2.993 0.09
C 0.895 0.099 -3.909 -0.15
O 1.000 -0.807 -2.783 -0.42
C 0.308 -2.053 -3.061 -0.18
C 1.122 -3.166 -2.468 -0.19
O 1.459 -2.825 -1.146 -0.26
C 2.703 -3.497 -0.788 -0.06
H -0.143 0.061 -4.340 0.11
H 1.606 -0.223 -4.640 0.07
H 1.101 1.131 -3.614 0.06
H 0.265 -2.185 -4.159 0.15
H -0.724 -1.971 -2.671 0.09
H 2.038 -3.285 -3.045 0.13
H 0.610 -4.133 -2.511 0.15
H 2.519 -4.556 -0.630 0.10
H 3.048 -3.044 0.132 0.05
H 3.408 -3.331 -1.607 0.06
O 2.270 3.783 0.046 0.17
C 1.661 2.785 -0.016 -0.39
N 0.976 1.794 0.010 -0.09
F -3.165 -2.068 -1.228 0.08
C -3.630 -1.863 0.015 -0.25
C -3.525 -0.588 0.529 -0.15
C -4.037 -0.417 1.797 -0.22
F -3.955 0.784 2.352 0.11
C -4.654 -1.436 2.529 -0.13
F -5.125 -1.177 3.743 0.14
C -4.724 -2.718 1.986 -0.14
F -5.316 -3.696 2.655 0.16
C -4.178 -2.924 0.723 -0.15
F -4.248 -4.145 0.164 0.12
Ge -2.876 0.930 -0.525 0.82
S -1.033 0.452 -1.664 0.45
C -2.710 2.497 0.645 -0.14
C -3.521 3.601 0.601 -0.20
F -4.577 3.586 -0.216 0.12
C -3.280 4.735 1.388 -0.13
F -4.106 5.760 1.323 0.15
C -2.206 4.760 2.247 -0.12
F -1.953 5.848 2.964 0.15
C -1.408 3.619 2.357 -0.12
F -0.338 3.623 3.166 0.11
C -1.730 2.495 1.610 -0.24
F -1.084 1.335 1.848 0.01
C -4.145 1.377 -1.967 -0.14
C -5.300 0.666 -2.246 -0.19
F -5.600 -0.404 -1.491 0.10
C -6.177 1.007 -3.282 -0.13
F -7.278 0.301 -3.520 0.14
C -5.853 2.094 -4.062 -0.12
F -6.629 2.473 -5.083 0.14
C -4.746 2.867 -3.777 -0.13
F -4.468 3.933 -4.528 0.14
C -3.922 2.488 -2.740 -0.25
F -2.810 3.177 -2.441 0.08
N 4.041 3.178 -2.720 0.19
C 3.461 1.990 -2.950 -0.63
O 2.664 1.481 -2.171 -0.05
C 3.902 1.314 -4.253 -0.59
I 3.143 2.373 -5.946 0.87
H 3.788 3.724 -1.925 0.10
H 4.522 3.615 -3.493 0.10
H 3.567 0.285 -4.247 0.03
H 4.986 1.320 -4.334 0.04
C -1.305 -3.602 2.268 -0.19
Ge 0.330 -2.547 2.427 0.78
C 0.362 -1.583 4.131 -0.20
C 1.966 -3.628 2.372 -0.20
C -0.040 -1.301 0.976 -0.46
H -1.474 -4.429 2.977 0.04
H -1.438 -3.987 1.244 0.03
H -2.145 -2.906 2.425 0.01
H -0.015 -2.210 4.936 0.03
H -0.230 -0.661 4.140 0.02
H 1.408 -1.364 4.372 0.02
H 2.110 -4.115 3.338 0.03
H 2.866 -3.033 2.225 0.01
H 1.937 -4.391 1.586 0.01
H -0.899 -0.762 1.453 0.01
H -0.487 -1.943 0.221 -0.01
```